{"formula": "C29H20IN2P2RuS4", "method": "ωB97M-V/def2-TZVPD", "symbols": ["Ru", "S", "P", "C", "P", "S", "C", "C", "C", "C", "C", "C", "C", "C", "C", "C", "C", "C", "C", "C", "C", "C", "C", "C", "C", "C", "C", "C", "C", "C", "H", "H", "H", "H", "H", "H", "H", "H", "H", "H", "H", "H", "H", "H", "H", "H", "H", "H", "H", "H", "S", "C", "C", "N", "C", "S", "C", "N", "I"], "xyz": [[-0.951, 0.851, -1.027], [2.593, 0.142, 1.114], [1.016, -1.031, 1.176], [-0.436, -0.692, 0.239], [-1.947, -1.493, 0.335], [-3.097, -0.405, -0.930], [-2.045, -3.243, -0.298], [-2.314, -4.378, 0.451], [-2.310, -5.649, -0.139], [-2.041, -5.786, -1.486], [-1.783, -4.652, -2.249], [-1.790, -3.398, -1.658], [-2.803, -1.581, 1.971], [-2.368, -2.422, 2.993], [-3.011, -2.456, 4.225], [-4.099, -1.629, 4.457], [-4.531, -0.771, 3.459], [-3.889, -0.749, 2.221], [0.545, -1.090, 2.961], [0.724, -2.167, 3.826], [0.423, -2.049, 5.185], [-0.074, -0.855, 5.685], [-0.271, 0.223, 4.823], [0.042, 0.108, 3.477], [1.627, -2.741, 0.844], [2.736, -3.238, 1.542], [3.249, -4.495, 1.256], [2.681, -5.271, 0.245], [1.614, -4.770, -0.481], [1.097, -3.508, -0.182], [-2.546, -4.297, 1.502], [-2.519, -6.523, 0.467], [-2.035, -6.768, -1.945], [-1.578, -4.744, -3.309], [-1.588, -2.514, -2.251], [-1.499, -3.048, 2.842], [-2.644, -3.113, 5.004], [-4.600, -1.645, 5.418], [-5.372, -0.110, 3.636], [-4.220, -0.077, 1.441], [1.091, -3.111, 3.448], [0.576, -2.895, 5.848], [-0.317, -0.763, 6.739], [-0.663, 1.159, 5.203], [-0.082, 0.953, 2.805], [3.209, -2.611, 2.288], [4.109, -4.863, 1.805], [3.087, -6.250, 0.017], [1.178, -5.348, -1.288], [0.296, -3.094, -0.773], [1.148, 0.915, -2.084], [1.851, 2.408, -1.506], [3.076, 2.867, -2.148], [4.044, 3.196, -2.681], [1.321, 3.098, -0.490], [-0.136, 2.563, 0.343], [1.955, 4.317, -0.007], [2.433, 5.288, 0.389], [-2.053, 2.551, -2.772]], "nbo_charge": [0.31, -0.61, 1.35, -1.32, 1.40, -0.53, -0.38, -0.15, -0.23, -0.23, -0.23, -0.18, -0.38, -0.20, -0.21, -0.22, -0.22, -0.17, -0.26, -0.25, -0.24, -0.23, -0.21, -0.21, -0.28, -0.20, -0.24, -0.23, -0.21, -0.22, 0.21, 0.20, 0.20, 0.21, 0.25, 0.22, 0.21, 0.20, 0.20, 0.25, 0.22, 0.20, 0.20, 0.21, 0.26, 0.23, 0.20, 0.19, 0.21, 0.23, 0.00, -0.28, 0.31, -0.39, -0.30, 0.01, 0.31, -0.39, -0.55], "s2": 0.76, "multiplicity": 2, "total_charge": -2}

{"formula": "C5H9BO", "method": "ωB97M-V/def2-TZVPD", "symbols": ["O", "B", "C", "C", "C", "C", "C", "H", "H", "H", "H", "H", "H", "H", "H", "H"], "xyz": [[0.186, -1.040, 2.574], [1.029, -0.745, 1.664], [1.776, -0.196, 0.618], [1.203, 0.858, -0.334], [-0.049, 0.300, -1.026], [-1.360, 0.887, -0.713], [-1.250, -0.668, -0.467], [-0.356, -1.788, 2.353], [2.652, -0.575, 0.289], [0.791, 1.737, 0.147], [1.988, 1.238, -0.964], [0.012, 0.102, -2.102], [-1.849, 1.338, -1.511], [-1.966, 0.865, 0.107], [-1.404, -0.880, 0.577], [-1.402, -1.433, -1.213]], "nbo_charge": [-0.86, 0.99, -0.88, -0.41, -0.17, -0.49, -0.41, 0.51, 0.23, 0.21, 0.22, 0.21, 0.20, 0.25, 0.19, 0.21], "smiles": "O/B=C\\CC1CC1"}

{"formula": "C4H8ClNO", "method": "ωB97M-V/def2-TZVPD", "symbols": ["C", "C", "C", "C", "N", "O", "Cl", "H", "H", "H", "H", "H", "H", "H", "H"], "xyz": [[1.341, 0.225, 0.573], [0.510, -0.395, 1.680], [-0.046, -0.184, 0.348], [-1.173, 0.714, -1.559], [-1.128, 0.374, -0.159], [-0.031, -2.288, -0.730], [-2.660, -0.213, 0.455], [1.549, 1.286, 0.602], [2.120, -0.374, 0.130], [0.753, -1.401, 1.985], [0.144, 0.230, 2.486], [-0.263, 1.258, -1.802], [-1.218, -0.195, -2.168], [-2.044, 1.340, -1.740], [-0.511, -2.779, -0.061]], "nbo_charge": [-0.45, -0.45, 0.47, -0.42, -0.35, -1.04, 0.14, 0.23, 0.27, 0.26, 0.23, 0.22, 0.24, 0.22, 0.42]}

{"formula": "C30H24BF3N11O5SY", "method": "ωB97M-V/def2-TZVPD", "symbols": ["Y", "C", "C", "N", "N", "C", "B", "N", "C", "C", "C", "N", "N", "C", "C", "C", "N", "N", "C", "C", "C", "N", "H", "H", "H", "H", "H", "H", "H", "H", "H", "H", "H", "H", "C", "O", "C", "C", "C", "C", "C", "C", "N", "N", "C", "O", "C", "C", "C", "C", "C", "C", "C", "O", "H", "H", "H", "H", "H", "H", "H", "H", "H", "H", "H", "H", "F", "C", "F", "F", "C", "O", "O", "S", "C", "N"], "xyz": [[-0.026, 0.008, -0.461], [-1.836, -2.817, 2.722], [-1.620, -2.319, 1.435], [-1.194, -1.065, 1.484], [-1.126, -0.727, 2.795], [-1.504, -1.771, 3.556], [-0.554, 0.671, 3.131], [-1.293, 1.716, 2.251], [-2.363, 2.463, 2.579], [-2.708, 3.230, 1.488], [-1.773, 2.877, 0.510], [-0.934, 1.955, 0.969], [0.958, 0.696, 2.815], [1.982, 0.846, 3.681], [3.158, 0.690, 2.984], [2.751, 0.428, 1.669], [1.430, 0.433, 1.580], [-0.721, 1.097, 4.600], [-0.558, 2.365, 5.054], [-0.503, 2.322, 6.424], [-0.645, 0.955, 6.728], [-0.771, 0.226, 5.633], [-2.180, -3.796, 3.007], [-1.740, -2.799, 0.477], [-1.499, -1.686, 4.627], [-2.807, 2.395, 3.557], [-3.519, 3.932, 1.408], [-1.680, 3.217, -0.508], [1.806, 1.041, 4.726], [4.162, 0.740, 3.369], [3.348, 0.221, 0.795], [-0.472, 3.194, 4.372], [-0.382, 3.151, 7.100], [-0.663, 0.474, 7.694], [2.241, 3.889, -0.270], [3.527, 3.346, -0.593], [3.636, 2.509, -1.659], [4.757, 2.593, -2.426], [4.995, 1.700, -3.505], [4.090, 0.732, -3.799], [2.902, 0.585, -3.030], [2.027, -0.447, -3.394], [0.904, -0.789, -2.781], [0.317, -1.817, -3.350], [-0.815, -2.189, -2.679], [-1.237, -1.619, -1.653], [-1.556, -3.338, -3.240], [-2.816, -3.633, -2.725], [-3.534, -4.706, -3.225], [-2.993, -5.492, -4.236], [-1.737, -5.199, -4.751], [-1.018, -4.122, -4.258], [2.651, 1.477, -1.912], [1.640, 1.391, -1.173], [2.439, 4.850, 0.201], [1.693, 3.243, 0.412], [1.643, 4.042, -1.170], [5.479, 3.363, -2.183], [5.904, 1.801, -4.083], [4.255, 0.043, -4.618], [2.299, -1.043, -4.264], [-3.221, -3.002, -1.945], [-4.516, -4.931, -2.829], [-3.555, -6.333, -4.625], [-1.317, -5.814, -5.537], [-0.038, -3.880, -4.645], [-2.994, 0.189, -0.482], [-3.440, 0.666, -1.665], [-4.370, 1.596, -1.375], [-4.068, -0.346, -2.285], [-2.307, 1.278, -2.546], [-2.668, 1.668, -3.639], [-1.166, 1.325, -1.991], [3.659, -3.520, 0.043], [2.360, -2.564, -0.117], [1.425, -1.870, -0.248]], "mulliken_charge": [0.98, -1.53, -0.50, 0.73, -0.35, 0.02, 0.39, 0.68, -0.23, -1.63, -0.71, 0.46, 0.18, -0.10, -1.57, -0.37, 0.68, 0.68, -0.33, -0.94, -0.34, -1.05, 0.43, 0.49, 0.49, 0.59, 0.42, 0.61, 0.30, 0.42, 0.52, 0.47, 0.43, 0.44, -0.45, -0.51, -0.25, -0.53, -0.68, -1.23, 0.84, -0.71, 1.15, -1.14, 0.36, -0.07, 0.42, -0.35, -0.84, -0.37, -0.65, -0.38, 1.07, -0.01, 0.34, -0.09, 0.30, 0.46, 0.38, 0.37, 0.25, 0.37, 0.40, 0.37, 0.39, 0.44, -0.17, 1.00, -0.32, -0.29, 0.14, -0.71, -0.45, -0.49, 0.55, -0.61], "s2": 0.79, "multiplicity": 2, "total_charge": -1}

Energy relative to the best compared isomer or geometry (same formula, charge and spin) readings, ordered: 20.98 88.63 112.91 0.00 kcal per mole